(1)
C24H20MoN7O8S2 | ωB97M-V/def2-TZVPD

Summary:
- spin multiplicity = 1
- Kohn-Sham gap (spin up / spin down) (eV) = 5.85 / 5.85
- LUMO energy (spin up / spin down) (eV) = 1.0115 / 1.0118
- HOMO level (spin up / spin down) (eV) = -4.8 / -4.8
- M (g mol⁻¹) = 694.5
- E (Eh) = -2776.56305
- total charge = -1

Atoms and positions in Å:
Mo  -0.116  -0.077  -0.721
C  -2.528  -2.998  1.530
C  -1.468  -2.409  0.881
N  -1.439  -1.092  0.617
C  -2.580  -0.389  0.951
C  -3.643  -1.041  1.589
N  -3.625  -2.311  1.906
C  -2.445  1.006  0.708
C  -3.408  2.027  0.832
C  -3.015  3.348  0.627
C  -1.653  3.627  0.491
C  -0.745  2.568  0.361
N  -1.169  1.284  0.352
C  0.673  2.628  0.233
C  1.493  3.748  0.388
N  2.803  3.701  0.351
C  3.337  2.491  0.088
C  2.575  1.372  -0.134
N  1.233  1.388  -0.022
C  -3.983  4.443  0.467
C  -5.112  4.629  1.266
C  -5.950  5.702  1.000
N  -5.756  6.569  0.019
C  -4.696  6.384  -0.754
C  -3.787  5.360  -0.570
H  -2.530  -4.054  1.754
H  -0.598  -2.974  0.581
H  -4.520  -0.477  1.878
H  -4.446  1.774  0.972
H  -1.305  4.645  0.423
H  1.054  4.718  0.585
H  4.414  2.449  0.028
H  3.034  0.420  -0.364
H  -5.330  3.969  2.092
H  -6.828  5.891  1.607
H  -4.577  7.105  -1.553
H  -2.945  5.246  -1.235
O  -1.619  -1.745  -3.601
S  -1.730  -1.635  -2.183
O  -2.787  -2.414  -1.585
O  -1.859  -0.192  -1.720
O  -0.413  -1.966  -1.494
C  2.513  -2.342  -1.456
C  2.215  -2.020  -0.030
C  2.934  -2.519  1.030
C  2.398  -1.952  2.197
C  1.374  -1.128  1.798
C  0.529  -0.333  2.747
N  1.241  -1.154  0.424
H  3.220  -3.171  -1.487
H  2.957  -1.488  -1.972
H  1.608  -2.605  -1.996
H  3.754  -3.211  0.960
H  2.716  -2.125  3.208
H  1.141  -0.080  3.612
H  -0.327  -0.909  3.108
H  0.161  0.593  2.305
O  0.481  1.070  -4.227
S  0.844  1.261  -2.862
O  -0.293  1.716  -1.998
O  1.124  -0.092  -2.173
O  1.996  2.108  -2.654

(2)
C24H20N4OPd | ωB97M-V/def2-TZVPD

Summary:
- spin multiplicity = 1
- Kohn-Sham gap (eV) = 4.34
- LUMO energy (eV) = 5.2096
- HOMO level (eV) = 0.9
- relative energy (zero: lowest compared OMol25 entry of this formula, charge and spin) (eV) = 0.555
- M (g mol⁻¹) = 486.9
- E (Eh) = -1348.69833
- total charge = -2

Atoms and positions in Å:
Pd  0.117  0.070  -0.640
O  1.393  -1.270  -4.741
C  1.054  -1.232  -3.523
N  0.847  -0.178  -2.777
C  1.015  1.069  -3.502
C  0.465  2.224  -2.709
C  1.163  3.413  -2.536
C  0.613  4.422  -1.756
C  -0.620  4.200  -1.164
C  -1.247  2.985  -1.399
N  -0.731  2.019  -2.156
C  1.011  -2.571  -2.816
C  2.001  -3.498  -3.148
C  2.034  -4.720  -2.507
C  1.056  -5.002  -1.564
C  0.087  -4.039  -1.331
N  0.050  -2.853  -1.934
H  0.511  1.025  -4.478
H  2.075  1.261  -3.727
H  2.142  3.525  -2.988
H  1.151  5.348  -1.588
H  -1.072  4.931  -0.506
H  -2.201  2.757  -0.932
H  2.722  -3.221  -3.906
H  2.810  -5.444  -2.731
H  1.040  -5.941  -1.025
H  -0.701  -4.223  -0.607
C  -1.927  -3.390  3.140
C  -2.124  -3.071  1.795
C  -1.635  -1.901  1.252
C  -0.930  -0.953  2.033
C  -0.732  -1.299  3.391
C  -1.213  -2.487  3.919
N  -0.447  0.177  1.432
C  -0.315  1.331  2.144
C  -1.071  1.675  3.295
C  -0.935  2.906  3.916
C  -0.045  3.866  3.443
C  0.698  3.551  2.304
C  0.568  2.332  1.671
H  -2.303  -4.317  3.558
H  -2.668  -3.761  1.155
H  -1.746  -1.666  0.198
H  -0.162  -0.632  4.025
H  -1.017  -2.713  4.964
H  -1.797  0.971  3.681
H  -1.550  3.123  4.786
H  0.055  4.828  3.932
H  1.388  4.281  1.890
H  1.122  2.093  0.768

(3)
C24H21Cl2NO2 | ωB97M-V/def2-TZVPD

Summary:
- spin multiplicity = 1
- Kohn-Sham gap (eV) = 2.92
- LUMO energy (eV) = -2.9869
- HOMO level (eV) = -5.9
- M (g mol⁻¹) = 426.3
- E (Eh) = -2052.65230
- total charge = 0

Atoms and positions in Å:
Cl  6.809  3.734  -1.457
C  5.481  2.659  -1.359
C  4.652  2.471  -2.480
C  3.540  1.644  -2.382
C  3.220  0.982  -1.166
C  2.001  0.249  -1.068
C  1.550  -0.371  0.094
C  0.630  -1.406  0.046
C  0.298  -2.213  1.174
C  -0.128  -3.552  0.971
C  -0.261  -4.426  2.043
C  -0.030  -3.959  3.350
Cl  -0.117  -5.052  4.665
C  0.313  -2.615  3.581
C  0.475  -1.751  2.504
C  4.141  1.093  -0.084
C  5.253  1.925  -0.180
H  4.890  2.968  -3.417
H  2.879  1.483  -3.239
H  1.368  0.169  -1.954
H  1.961  -0.057  1.062
H  0.232  -1.710  -0.923
H  -0.300  -3.890  -0.054
H  -0.518  -5.470  1.880
H  0.475  -2.276  4.598
H  0.731  -0.704  2.679
H  3.969  0.515  0.825
H  5.962  2.015  0.636
C  -0.504  4.448  -1.138
C  -0.823  3.092  -1.722
O  -1.597  2.414  -0.708
C  -1.982  1.126  -0.957
C  -2.728  0.639  0.182
C  -3.601  -0.453  0.166
C  -3.821  -1.304  -0.970
C  -4.664  -2.407  -0.822
N  -5.295  -2.685  0.324
C  -5.127  -1.910  1.400
C  -4.325  -0.769  1.365
O  -1.680  0.514  -1.985
H  0.261  4.965  -1.724
H  -1.412  5.062  -1.145
H  -0.165  4.360  -0.100
H  -1.411  3.200  -2.640
H  0.072  2.508  -1.968
H  -2.639  1.231  1.085
H  -3.326  -1.084  -1.910
H  -4.842  -3.101  -1.652
H  -5.631  -2.183  2.334
H  -4.234  -0.121  2.238

(4)
C24H21F3N3O5PdS | ωB97M-V/def2-TZVPD

Summary:
- spin multiplicity = 5
- Kohn-Sham gap (spin up / spin down) (eV) = 7.94 / 5.92
- LUMO energy (spin up / spin down) (eV) = -3.5006 / -6.1906
- HOMO level (spin up / spin down) (eV) = -11.4 / -12.1
- relative energy (zero: lowest compared OMol25 entry of this formula, charge and spin) (eV) = 0.000
- M (g mol⁻¹) = 626.9
- E (Eh) = -2292.97342
- ⟨S²⟩ = 6.065
- total charge = +1

Atoms and positions in Å:
Pd  0.290  0.051  0.507
C  -2.447  -1.370  -0.995
C  -2.108  -2.683  -0.370
C  -3.078  -3.590  -0.018
C  -2.726  -4.815  0.551
C  -1.401  -5.114  0.817
C  -0.374  -4.249  0.477
C  1.030  -4.557  0.846
C  -0.723  -3.032  -0.203
N  0.143  -2.152  -0.716
C  1.254  -2.377  -1.452
O  1.609  -3.457  -1.893
C  1.949  -1.095  -1.813
C  3.139  -1.081  -2.535
C  3.754  0.137  -2.778
C  3.166  1.306  -2.311
C  1.965  1.207  -1.614
N  1.384  0.034  -1.408
C  1.266  2.412  -1.057
O  1.716  3.533  -1.192
N  0.130  2.100  -0.340
C  -0.787  3.040  -0.021
C  -1.121  4.127  -0.899
C  -0.776  4.102  -2.346
C  -1.868  5.177  -0.396
C  -2.412  5.138  0.877
C  -2.256  3.997  1.659
C  -1.480  2.942  1.228
C  -1.343  1.747  2.116
H  -3.496  -1.132  -0.830
H  -2.266  -1.402  -2.075
H  -1.812  -0.562  -0.580
H  -4.125  -3.354  -0.188
H  -3.502  -5.525  0.821
H  -1.155  -6.046  1.324
H  1.069  -5.394  1.548
H  1.525  -3.694  1.303
H  1.610  -4.820  -0.047
H  3.545  -2.029  -2.876
H  4.690  0.177  -3.324
H  3.602  2.289  -2.451
H  -0.672  3.074  -2.707
H  0.167  4.628  -2.533
H  -1.559  4.604  -2.921
H  -2.068  6.025  -1.046
H  -3.013  5.965  1.244
H  -2.744  3.934  2.629
H  -2.239  1.655  2.740
H  -0.483  1.853  2.794
H  -1.253  0.804  1.519
F  1.728  0.835  4.096
C  2.324  0.441  2.977
F  1.968  1.362  2.018
F  3.633  0.496  3.119
S  1.757  -1.218  2.311
O  2.249  -1.097  0.942
O  2.333  -2.236  3.110
O  0.292  -1.109  2.359

Copy entry 4 word for word.
C24H21F3N3O5PdS | ωB97M-V/def2-TZVPD

Summary:
- spin multiplicity = 5
- Kohn-Sham gap (spin up / spin down) (eV) = 7.94 / 5.92
- LUMO energy (spin up / spin down) (eV) = -3.5006 / -6.1906
- HOMO level (spin up / spin down) (eV) = -11.4 / -12.1
- relative energy (zero: lowest compared OMol25 entry of this formula, charge and spin) (eV) = 0.000
- M (g mol⁻¹) = 626.9
- E (Eh) = -2292.97342
- ⟨S²⟩ = 6.065
- total charge = +1

Atoms and positions in Å:
Pd  0.290  0.051  0.507
C  -2.447  -1.370  -0.995
C  -2.108  -2.683  -0.370
C  -3.078  -3.590  -0.018
C  -2.726  -4.815  0.551
C  -1.401  -5.114  0.817
C  -0.374  -4.249  0.477
C  1.030  -4.557  0.846
C  -0.723  -3.032  -0.203
N  0.143  -2.152  -0.716
C  1.254  -2.377  -1.452
O  1.609  -3.457  -1.893
C  1.949  -1.095  -1.813
C  3.139  -1.081  -2.535
C  3.754  0.137  -2.778
C  3.166  1.306  -2.311
C  1.965  1.207  -1.614
N  1.384  0.034  -1.408
C  1.266  2.412  -1.057
O  1.716  3.533  -1.192
N  0.130  2.100  -0.340
C  -0.787  3.040  -0.021
C  -1.121  4.127  -0.899
C  -0.776  4.102  -2.346
C  -1.868  5.177  -0.396
C  -2.412  5.138  0.877
C  -2.256  3.997  1.659
C  -1.480  2.942  1.228
C  -1.343  1.747  2.116
H  -3.496  -1.132  -0.830
H  -2.266  -1.402  -2.075
H  -1.812  -0.562  -0.580
H  -4.125  -3.354  -0.188
H  -3.502  -5.525  0.821
H  -1.155  -6.046  1.324
H  1.069  -5.394  1.548
H  1.525  -3.694  1.303
H  1.610  -4.820  -0.047
H  3.545  -2.029  -2.876
H  4.690  0.177  -3.324
H  3.602  2.289  -2.451
H  -0.672  3.074  -2.707
H  0.167  4.628  -2.533
H  -1.559  4.604  -2.921
H  -2.068  6.025  -1.046
H  -3.013  5.965  1.244
H  -2.744  3.934  2.629
H  -2.239  1.655  2.740
H  -0.483  1.853  2.794
H  -1.253  0.804  1.519
F  1.728  0.835  4.096
C  2.324  0.441  2.977
F  1.968  1.362  2.018
F  3.633  0.496  3.119
S  1.757  -1.218  2.311
O  2.249  -1.097  0.942
O  2.333  -2.236  3.110
O  0.292  -1.109  2.359